16
Properties=species:S:1:pos:R:3:nbo_charge:R:1 method="wB97M-V/def2-TZVPD" lumo_ev="1.1 / 1.1" homo_lumo_gap_ev="7.92 / 7.91" e_above_lowest_ev=3.408 fmax_ev_per_a=0.91 charge=0
C 1.1786 1.1334 0.0743 -0.464
C -1.7446 -0.7764 1.0677 0.064
H 0.1551 -0.7211 -0.7203 0.159
H 3.0319 0.0899 -0.4304 0.207
H 2.9541 1.7560 -1.0319 0.210
H 0.6669 2.0433 -0.2832 0.199
O -0.6352 -0.0818 1.0738 -0.363
H -2.3075 -0.6851 1.9843 0.174
C -2.2580 -1.2670 -0.2237 -0.702
H 1.5110 1.3670 1.0937 0.213
C 2.3666 0.8515 -0.8474 -0.599
H -1.7838 -2.1858 -0.6017 0.212
H -2.0289 -0.4885 -0.9826 0.212
H -3.3391 -1.4343 -0.1823 0.229
C 0.2304 -0.0139 0.0966 0.047
H 2.0215 0.4784 -1.8196 0.202


16
Properties=species:S:1:pos:R:3:nbo_charge:R:1 method="wB97M-V/def2-TZVPD" lumo_ev=1.0 homo_lumo_gap_ev=10.55 e_above_lowest_ev=0.006 fmax_ev_per_a=0.48 charge=0 smiles="CCC(=O)CC"
H 2.5977 -1.1434 0.1610 0.209
C -1.3144 -0.1033 -0.4110 -0.508
H -3.4250 -0.3648 0.0203 0.208
O 0.1378 -0.0590 1.4904 -0.552
H -1.4239 0.7073 -1.1454 0.219
C -2.4910 -0.1583 0.5516 -0.606
C 1.2241 0.3518 -0.5995 -0.507
C 0.0257 0.0501 0.2872 0.604
C 2.5481 -0.0573 0.0328 -0.605
H -1.2539 -1.0269 -1.0075 0.225
H -2.3342 -0.9377 1.3017 0.223
H 3.3921 0.2516 -0.5912 0.209
H 1.2056 1.4358 -0.7867 0.228
H 1.0802 -0.1198 -1.5799 0.213
H -2.6032 0.7892 1.0868 0.213
H 2.6537 0.3952 1.0218 0.226